# 1
{
  "formula": "C5H8O",
  "method": "ωB97M-V with the def2-TZVPD basis set",
  "homo_lumo_gap_ev": 11.00,
  "multiplicity": 1,
  "e_above_lowest_kj_mol": 180.49,
  "e_homo_ha": -0.3652,
  "species": ["O", "C", "C", "C", "C", "C", "H", "H", "H", "H", "H", "H", "H", "H"],
  "xyz": [[2.1285, 0.1211, -0.0222], [0.8670, 0.7394, 0.0178], [-0.1222, 0.4588, -1.1513], [-1.1552, -0.0027, -0.1273], [-0.6113, -1.1414, 0.6770], [-0.1830, 0.2497, 1.0167], [2.0151, -0.7490, -0.4238], [1.0613, 1.8074, 0.1426], [0.2065, -0.3006, -1.8743], [-0.4005, 1.3637, -1.6977], [-2.2175, 0.2133, -0.1675], [0.0938, -1.8483, 0.2378], [-1.3014, -1.5985, 1.3807], [-0.3811, 0.6871, 1.9914]],
  "forces_ev_per_a": [[0.0, -0.2, -0.1], [-0.2, 0.3, 0.0], [0.0, 0.0, -0.1], [-0.3, 0.0, -0.1], [0.0, -0.2, 0.0], [0.1, 0.1, 0.3], [0.1, 0.1, 0.2], [-0.1, -0.1, 0.0], [-0.1, 0.1, 0.1], [0.0, -0.1, 0.1], [0.2, 0.0, 0.0], [-0.1, 0.1, 0.0], [0.1, 0.1, -0.1], [0.1, -0.1, -0.2]]
}

# 2
{
  "formula": "C5H8O",
  "method": "ωB97M-V with the def2-TZVPD basis set",
  "homo_lumo_gap_ev": 9.39,
  "multiplicity": 1,
  "e_above_lowest_kj_mol": 320.60,
  "e_homo_ha": -0.3105,
  "species": ["C", "C", "C", "C", "C", "H", "H", "H", "H", "H", "H", "H", "H", "O"],
  "xyz": [[1.1455, 1.1925, 0.0091], [0.9572, -0.2959, -0.0387], [1.8752, -1.2275, 0.0106], [-1.3303, -0.0073, 0.0429], [-2.6595, -0.3208, -0.0414], [2.1799, 1.5873, -0.1153], [0.4414, 1.8457, -0.7600], [0.6361, 1.4648, 0.9434], [1.6141, -2.2805, -0.1322], [2.9280, -1.0711, -0.1174], [-0.8765, 1.0519, 0.3214], [-2.9173, -1.3364, -0.2191], [-3.6811, 0.2440, -0.0803], [-0.3128, -0.8468, 0.1770]],
  "forces_ev_per_a": [[-2.0, 1.9, -1.6], [-0.1, -0.3, 0.5], [1.3, -1.3, -1.3], [-2.3, 3.9, 1.7], [0.0, 0.7, -0.5], [-0.8, -0.8, 0.4], [2.0, -2.0, 1.4], [1.0, 0.5, 0.3], [-0.3, 0.4, 0.6], [0.3, 0.6, 0.1], [-2.5, -2.0, -1.0], [0.2, -1.1, 0.0], [2.8, 0.0, 0.3], [0.2, -0.5, -0.9]]
}